(1)
# C4H4HgO2

A structure of composition C4H4HgO2 (wB97M-V/def2-TZVPD, the Open Molecules 2025 dataset).

The geometry in XYZ format:
```
11
Properties=species:S:1:pos:R:3:forces:R:3:mulliken_charge:R:1
H -2.781260 -1.775419 0.642179 -0.761 1.397 -1.770 0.37
O -3.820040 1.078142 0.086705 2.170 -1.704 -0.347 -0.33
C -2.611600 0.523570 -0.160028 -2.619 3.151 0.432 -0.03
C -2.447638 -0.792013 -0.227034 2.005 -4.371 2.636 -0.04
C -1.435252 -1.735629 -0.031336 0.887 1.506 0.110 -0.27
H -3.851904 1.980525 -0.245229 -0.032 0.635 0.153 0.40
H -1.782970 1.208795 -0.361802 -0.191 -0.174 -0.468 0.30
H -1.358109 -2.618952 -0.674436 0.197 -0.148 0.688 0.45
C 0.165203 -1.365042 0.552083 -0.007 0.290 -1.543 0.63
O 1.144948 -1.052581 1.104654 -7.264 -4.129 -0.527 -0.34
Hg 2.747725 0.004813 1.274260 5.614 3.547 0.635 0.85
```
Forces are in eV/Å.

Values from the calculation:
ΔE to the lowest compared entry with this formula, charge and spin (kJ/mol): 209.16
Gap between HOMO and LUMO (spin up / spin down) (eV): 6.2 / 7.3
HOMO energy (spin up / spin down) (eV): -17.62 / -18.32
Net charge: +2



(2)
# C4H4HgO6

A structure of composition C4H4HgO6 (wB97M-V/def2-TZVPD, the Open Molecules 2025 dataset).

The geometry in XYZ format:
```
15
Properties=species:S:1:pos:R:3:forces:R:3:mulliken_charge:R:1
O -0.136850 1.732707 -0.470432 0.690 1.632 -0.577 -0.32
C -1.400345 1.456696 -0.261326 1.108 -3.439 -0.983 0.99
O -2.112361 1.030143 -1.176821 -0.852 2.468 0.725 -0.63
O -1.694648 1.115998 0.940896 -1.970 0.990 0.311 -0.32
Hg -1.573076 -0.990146 -2.275294 0.411 -1.227 -0.774 0.65
O 1.716986 -2.405398 -0.250510 -1.331 -0.003 0.448 -0.64
C 0.650199 -2.122686 -0.816084 5.330 -0.256 0.510 0.85
C 0.794945 1.260239 0.536433 -1.161 -0.940 -0.530 -0.27
O 0.382665 -2.449159 -2.003843 -2.112 0.254 -0.494 -0.64
O -0.168256 -1.187916 -0.305915 -3.056 3.897 3.027 -0.55
C 0.143868 0.007750 1.134570 4.877 -2.671 -0.156 -0.51
H 0.982887 2.041733 1.279919 -0.213 -0.263 0.113 0.29
H 1.723217 1.044916 -0.001174 -0.389 -0.072 0.034 0.30
H -0.270385 0.081645 2.146055 -1.897 -0.173 -0.833 0.41
H 0.961154 -0.616521 1.523526 0.565 -0.195 -0.820 0.41
```
Forces are in eV/Å.

Values from the calculation:
ΔE to the lowest compared entry with this formula, charge and spin (kJ/mol): 373.19
Expectation value of S²: 2.02
Gap between HOMO and LUMO (spin up / spin down) (eV): 7.3 / 4.5
Multiplicity: 3
HOMO energy (spin up / spin down) (eV): -8.61 / -8.93



(3)
# C4H4I2

A structure of composition C4H4I2 (wB97M-V/def2-TZVPD, the Open Molecules 2025 dataset).

The geometry in XYZ format:
```
10
Properties=species:S:1:pos:R:3:forces:R:3:mulliken_charge:R:1
C -1.059481 0.547819 -0.491992 2.530 -1.521 1.216 -0.65
C -1.027470 -0.398358 0.444439 -2.115 -1.695 2.054 0.00
C 0.479915 0.595177 -0.435191 -0.624 1.251 -3.608 -0.33
C 0.418383 -0.435205 0.599215 1.138 -0.986 1.203 -0.56
I 1.377311 -0.098772 -2.443104 -0.462 0.262 1.152 -0.03
I 1.448203 -0.060850 2.417330 -0.049 0.523 0.714 0.04
H -1.807577 0.809022 -1.146041 -1.347 1.107 -1.372 0.40
H -1.724529 -1.116931 0.978556 0.488 1.326 -0.922 0.33
H 0.993762 1.525013 -0.362832 0.348 0.504 0.503 0.49
H 0.901484 -1.366914 0.439619 0.094 -0.770 -0.940 0.31
```
Forces are in eV/Å.

Values from the calculation:
ΔE to the lowest compared entry with this formula, charge and spin (kJ/mol): 54.36
Gap between HOMO and LUMO (eV): 9.3
HOMO energy (eV): -9.46



(4)
# C4H4KLiO2

A structure of composition C4H4KLiO2 (wB97M-V/def2-TZVPD, the Open Molecules 2025 dataset).

The geometry in XYZ format:
```
12
Properties=species:S:1:pos:R:3:forces:R:3:mulliken_charge:R:1
H -1.338596 0.269535 1.944379 -0.696 1.979 -1.733 -0.02
C 0.542661 -0.202520 -0.874545 -2.697 2.595 -0.902 -0.12
C 0.721588 1.247183 -0.418373 -0.573 -0.395 0.657 -0.49
C -0.678220 0.812166 -0.230596 2.699 -0.523 -2.489 -0.04
C -1.701148 0.488881 0.526604 1.337 -4.432 3.751 -0.15
O -2.464493 -0.541667 0.415433 -0.728 0.801 -0.587 -0.74
O 0.959076 -1.230159 -0.156923 1.162 -1.346 1.232 -0.99
H 0.489773 -0.361507 -1.965475 0.048 0.177 0.328 0.34
H 0.923806 1.973425 -1.216201 0.009 -0.057 0.348 0.19
H 1.330824 1.363086 0.490570 0.276 0.228 -0.016 0.27
Li 2.708683 -1.107213 0.215602 -0.979 0.130 -0.175 0.85
K -1.493949 -2.711214 1.269524 0.141 0.843 -0.413 0.89
```
Forces are in eV/Å.

Values from the calculation:
ΔE to the lowest compared entry with this formula, charge and spin (kJ/mol): 278.76
Gap between HOMO and LUMO (eV): 4.2
HOMO energy (eV): -5.30



(5)
# C4H4KO5

A structure of composition C4H4KO5 (wB97M-V/def2-TZVPD, the Open Molecules 2025 dataset).

The geometry in XYZ format:
```
14
Properties=species:S:1:pos:R:3:forces:R:3:mulliken_charge:R:1
O -0.351267 -0.874930 -0.659987 0.331 -0.723 1.343 -0.27
C 0.275911 0.115371 -0.034993 2.277 3.404 -6.879 0.75
C -1.765388 -0.778091 -0.389689 -0.220 -0.155 0.286 -0.27
O 1.478209 0.438892 -0.481196 -3.490 -1.326 2.354 -0.71
O -0.568102 1.090505 0.279113 0.618 -0.553 1.264 -0.27
C -1.914990 0.706270 -0.062042 -0.363 -0.154 0.320 -0.24
H -2.003387 -1.431253 0.457478 0.014 0.142 -0.196 0.28
H -2.314300 -1.100663 -1.277768 0.233 0.082 0.174 0.28
H -2.545612 0.902633 0.809132 0.026 -0.039 -0.301 0.28
H -2.235185 1.304070 -0.922409 0.181 -0.038 0.236 0.27
K 4.595307 0.808772 -1.495102 -0.339 -0.067 0.179 0.98
O 3.550722 -0.208652 0.839244 -1.759 -0.372 0.856 -0.49
C 2.426308 -0.354621 1.177590 -2.292 -0.911 2.006 0.91
O 1.371777 -0.618306 1.760632 4.783 0.710 -1.641 -0.49
```
Forces are in eV/Å.

Values from the calculation:
ΔE to the lowest compared entry with this formula, charge and spin (kJ/mol): 0.00
Gap between HOMO and LUMO (eV): 10.5
HOMO energy (eV): -14.16
Net charge: +1



(6)
# C4H4LaLiO5

A structure of composition C4H4LaLiO5 (wB97M-V/def2-TZVPD, the Open Molecules 2025 dataset).

The geometry in XYZ format:
```
15
Properties=species:S:1:pos:R:3:forces:R:3:mulliken_charge:R:1
O -1.707977 1.022552 -0.497654 -0.378 -1.994 1.008 -0.72
C -1.241316 0.140567 0.253727 1.592 3.980 -2.086 1.03
O -1.970177 -0.828251 0.665304 -1.246 -3.819 1.006 -0.89
O 0.041146 0.224843 0.565729 -0.156 -0.451 0.171 -0.29
C 0.599192 -0.382957 1.769986 0.326 0.350 -0.372 -0.39
C 0.855423 -1.875717 1.738245 -1.793 -1.956 1.379 -1.16
H -0.093303 -0.163219 2.596690 0.215 -0.063 -0.243 0.34
H 1.503186 0.217979 1.936571 -0.184 -0.256 -0.082 0.35
H 1.720626 -2.501096 1.475447 0.292 1.178 -1.481 0.42
H 1.069395 -2.064616 2.808414 -0.866 -0.118 0.298 0.41
O 2.423648 -3.190032 -1.061211 -2.281 -3.260 -2.491 -0.18
O 0.317807 -3.987590 -0.790825 -0.693 -1.465 -1.395 -0.42
C 1.420195 -3.809957 -1.212657 2.609 4.904 4.218 0.70
Li -3.480816 -0.067194 -0.467785 0.447 0.985 -0.111 0.89
La -1.394942 -3.163211 1.054306 2.116 1.984 0.181 1.92
```
Forces are in eV/Å.

Values from the calculation:
ΔE to the lowest compared entry with this formula, charge and spin (kJ/mol): 160.54
Gap between HOMO and LUMO (spin up / spin down) (eV): 7.1 / 7.1
HOMO energy (spin up / spin down) (eV): -16.20 / -16.20
Net charge: +2



(7)
# C4H4Li2O2Yb

A structure of composition C4H4Li2O2Yb (wB97M-V/def2-TZVPD, the Open Molecules 2025 dataset).

The geometry in XYZ format:
```
13
Properties=species:S:1:pos:R:3:forces:R:3:mulliken_charge:R:1
O -2.269535 -1.157698 -1.715447 -1.918 -0.067 -0.478 -0.99
C -1.096501 -0.799883 -1.526169 0.228 -0.932 1.611 0.64
C -0.072106 -0.425620 -0.861225 0.625 1.082 -3.617 -0.67
Li -3.611090 0.027213 -2.383214 0.067 0.045 -0.101 0.92
Li -2.616158 -2.596925 -0.471909 -0.210 0.112 -0.213 0.90
H 0.103495 0.242629 -1.920879 0.630 -0.774 2.218 0.23
C 1.933251 0.895988 1.514465 -0.710 0.086 0.695 0.37
C 0.667073 1.316519 1.133250 0.221 0.434 0.617 -1.07
O 2.397882 -0.298277 1.306321 -0.517 -1.105 -0.012 -0.59
H 2.474684 1.485421 2.271428 0.815 0.426 -1.174 0.35
H 0.542166 2.388708 0.952205 -0.115 -0.237 0.811 0.30
H -0.139454 0.817794 1.688897 -0.046 -0.307 -1.050 0.25
Yb 1.686287 -1.895871 0.012283 0.930 1.235 0.694 1.35
```
Forces are in eV/Å.

Values from the calculation:
ΔE to the lowest compared entry with this formula, charge and spin (kJ/mol): 31.14
Gap between HOMO and LUMO (eV): 4.0
HOMO energy (eV): -12.31
Net charge: +2



(8)
# C4H4LiO

A structure of composition C4H4LiO (wB97M-V/def2-TZVPD, the Open Molecules 2025 dataset).

The geometry in XYZ format:
```
10
Properties=species:S:1:pos:R:3:forces:R:3:mulliken_charge:R:1
H -1.494531 -2.143342 -0.551234 -0.430 0.231 0.755 0.25
C -1.528321 -1.049875 -0.614869 1.198 0.585 0.049 -0.62
C -0.479193 -0.302215 -0.218630 0.867 1.071 -1.018 -0.04
C 0.791429 -0.394195 0.575148 0.760 -1.077 -1.181 -0.37
C 0.917100 0.666920 -0.501065 -3.203 -1.438 1.454 0.11
H -2.360979 -0.611357 -1.171459 0.472 -0.182 -0.230 0.22
H 1.386845 -1.316661 0.423956 -0.103 0.304 0.540 0.22
H 0.731710 -0.030853 1.615479 0.051 -0.145 -0.318 0.13
O 1.105983 1.906269 -0.327593 0.301 1.360 0.623 -0.77
Li 0.929955 3.275312 0.770268 0.086 -0.709 -0.673 0.87
```
Forces are in eV/Å.

Values from the calculation:
ΔE to the lowest compared entry with this formula, charge and spin (kJ/mol): 145.19
Expectation value of S²: 0.75
Gap between HOMO and LUMO (spin up / spin down) (eV): 5.2 / 5.6
Multiplicity: 2
HOMO energy (spin up / spin down) (eV): -6.34 / -6.85



(9)
# C4H4LiO5Zn

A structure of composition C4H4LiO5Zn (wB97M-V/def2-TZVPD, the Open Molecules 2025 dataset).

The geometry in XYZ format:
```
15
Properties=species:S:1:pos:R:3:forces:R:3:mulliken_charge:R:1
O -0.173518 -2.175008 -0.405051 1.258 1.592 0.806 -0.60
O -0.761572 -0.244872 0.457065 0.450 -0.933 0.139 -0.39
C -1.030404 1.103856 -0.001767 0.503 1.065 -0.162 -0.39
C -2.494379 1.384167 0.325097 -0.354 0.009 0.170 -0.46
O -3.329849 0.418665 -0.179085 0.594 -0.420 0.050 -0.97
C 0.169042 -1.030433 -0.116594 -3.161 -1.600 -1.139 0.57
H -0.328912 1.778955 0.508684 -0.198 -0.049 -0.078 0.31
H -0.870286 1.161231 -1.087965 -0.046 -0.212 0.210 0.34
H -2.694428 2.404527 -0.076385 0.068 -0.245 0.069 0.30
H -2.572870 1.478549 1.433457 0.066 0.022 -0.226 0.25
O 2.293183 -0.017081 0.284809 -1.816 -0.922 0.707 -0.65
O 1.647021 -0.200279 -1.815984 -1.995 -1.011 0.766 -0.65
C 1.427460 -0.389667 -0.574538 1.335 0.463 -0.127 1.41
Li -2.601343 -1.216379 -0.088434 -0.085 0.507 0.017 0.86
Zn 3.293775 0.572064 -1.228160 3.381 1.735 -1.202 0.07
```
Forces are in eV/Å.

Values from the calculation:
ΔE to the lowest compared entry with this formula, charge and spin (kJ/mol): 31.81
Expectation value of S²: 0.75
Gap between HOMO and LUMO (spin up / spin down) (eV): 7.7 / 6.9
Multiplicity: 2
HOMO energy (spin up / spin down) (eV): -8.14 / -8.17



(10)
# C4H4N10O4ReSe

A structure of composition C4H4N10O4ReSe (wB97M-V/def2-TZVPD, the Open Molecules 2025 dataset).

The geometry in XYZ format:
```
24
Properties=species:S:1:pos:R:3:forces:R:3:mulliken_charge:R:1
Re 0.106806 -0.118505 -0.457677 0.433 -0.814 0.145 1.18
N -3.055962 -1.432180 -0.469838 0.195 0.023 -0.025 -0.07
C -2.493741 -1.110655 -1.676544 -0.161 -0.160 0.398 0.68
N -3.083569 -1.254855 -2.816104 0.283 -0.009 -0.482 -0.47
N -2.151854 -0.787953 -3.740992 -0.346 0.108 0.283 -0.45
N -1.118363 -0.343472 -3.189948 -0.002 -0.237 0.316 -0.21
N -1.249991 -0.566972 -1.803813 0.170 0.450 -0.198 0.24
C -2.491209 -1.163926 0.747116 -0.216 -0.147 -0.370 0.62
N -3.060421 -1.406021 1.886578 0.234 0.249 0.456 -0.48
N -2.141292 -0.955248 2.821150 -0.210 -0.292 -0.234 -0.44
N -1.099979 -0.507483 2.278857 -0.130 0.125 -0.295 -0.28
N -1.258708 -0.614335 0.891680 0.023 0.077 0.387 0.13
H -3.984580 -1.822739 -0.479028 -0.028 0.003 0.002 0.21
C 2.745334 2.203848 2.506801 -0.156 -0.143 -0.206 -0.96
C 1.755967 1.580711 1.641997 0.150 0.219 0.275 0.60
N 0.981477 1.084169 0.966314 -0.159 0.208 -0.009 -0.16
H 2.333516 3.125041 2.914925 0.004 0.015 -0.009 0.33
H 3.631424 2.410340 1.908578 0.006 0.013 -0.006 0.30
H 2.991814 1.520558 3.317352 -0.014 -0.011 0.005 0.29
O 3.323156 -0.610711 -2.823342 -0.279 0.226 0.595 -0.54
Se 2.709737 0.090391 -1.530625 0.309 0.832 -0.566 1.23
O 1.687878 -1.092697 -0.609182 -0.558 -0.364 0.132 -0.61
O 1.247858 0.943505 -1.808936 0.858 0.044 -0.202 -0.59
O 3.674705 0.829186 -0.475319 -0.406 -0.414 -0.393 -0.55
```
Forces are in eV/Å.

Values from the calculation:
ΔE to the lowest compared entry with this formula, charge and spin (kJ/mol): 0.00
Expectation value of S²: 0.78
Gap between HOMO and LUMO (spin up / spin down) (eV): 7.0 / 6.9
Multiplicity: 2
HOMO energy (spin up / spin down) (eV): -9.79 / -9.67